Molecular formula: CH9N3P
Method: DFT, ωB97M-V with the def2-TZVPD basis set

* orbital gap: 8.8 eV
* F_max: 0.0616 hartree/bohr

Structure (ORCA input):
```
! RIJCOSX wB97M-V def2-TZVPD def2/J DEFGRID3
* xyz 1 1
H 0.6471 1.4155 0.9590
H 0.0719 0.1301 -0.0279
H -3.4575 -2.1579 0.9078
H 3.1413 2.2751 0.4475
H -1.8716 -2.3764 0.4567
H -2.4858 -1.0167 -1.5798
N 3.1083 1.3991 0.0302
N 0.8279 0.7481 0.1909
H 3.9366 0.8867 -0.1765
H 2.4176 -0.1474 -0.9020
C 2.0901 0.6026 -0.2073
H -3.6096 0.2957 -0.4862
P -2.2883 -0.4273 -0.4086
N -2.5281 -1.6272 0.7963
*
```

These are the Löwdin partial charges, in e, on atoms 1 to 6: atom 1 (H): 0.154, atom 2 (H): -0.024, atom 3 (H): 0.073, atom 4 (H): 0.120, atom 5 (H): 0.023, atom 6 (H): -0.166